The following is a quantum chemistry calculation of C5H6O2 as an isolated structure, from the Open Molecules 2025 dataset.

Computed properties:
DFT total energy in eV: -9371.8317
Highest occupied orbital energy in eV: -8.873
LUMO level in eV: 0.42
Strongest force on any atom in eV/A: 0.7

Geometry (Å):
O (-0.92641, 0.99824, -0.06498)
C (-0.01491, 1.66680, -1.39055)
C (1.05888, 0.73745, -1.21446)
C (0.56734, 0.14995, -0.16536)
C (0.65199, -0.90234, 0.86408)
C (-0.45552, -1.92111, 0.70975)
O (-1.13310, -2.29987, 1.63092)
H (-0.87930, 1.56963, 0.73178)
H (0.15640, 2.71614, -1.14480)
H (-0.69714, 1.52612, -2.22696)
H (0.65853, -0.53114, 1.89464)
H (1.61077, -1.41006, 0.70127)
H (-0.59753, -2.29982, -0.32532)

Löwdin atomic charge list, values in e, 2 entries: atom 1 (O): -0.08, atom 2 (C): -0.05